No. 1
A molecular structure, C35H98AlF4N9O19S4 in a non-equilibrium geometry. Source: the OMol25 dataset; level of theory: the ωB97M-V functional and the def2-TZVPD basis.

Each line ends with the Löwdin spin population.
Cartesian coordinates (Å):
Al: 2.559426 -2.868623 1.230433  0.02
N: 5.109906 -1.838983 0.205053  0.00
S: 5.797276 -0.514253 0.074723  0.00
O: 6.294576 0.100577 -1.153367  0.00
O: 6.372656 -0.008093 1.296683  0.00
F: 4.323676 0.210237 0.090543  0.00
S: 6.487356 -2.721553 -0.371227  0.00
O: 7.825436 -2.404663 0.140833  0.00
O: 6.295996 -3.283733 -1.712027  0.00
F: 6.182016 -4.015943 0.642143  0.00
N: 0.385036 -1.292143 0.297413  0.00
S: -1.114594 -1.433663 0.698073  0.00
O: -1.950704 -1.878543 -0.400737  0.00
O: -1.664784 -0.642043 1.790723  0.00
F: -0.810494 -2.905453 1.374253  0.00
S: 0.108946 0.316177 -0.302937  0.00
O: 0.301696 1.400807 0.639553  0.00
O: -0.951624 0.456367 -1.356347  0.00
F: 1.589416 0.490747 -1.048727  0.00
C: 0.300376 -5.758073 0.056233  0.08
O: 0.771916 -5.449903 1.340673  0.83
H: -0.450824 -6.544253 0.131793  0.04
H: -0.138314 -4.843183 -0.342067  0.01
H: 1.144836 -6.099043 -0.542697  0.00
C: 2.235776 1.366697 4.720643  0.00
C: 2.751356 0.304957 3.759833  0.00
C: 3.966006 -0.456883 4.322553  0.00
O: 4.584486 -1.254863 3.276723  0.00
C: 5.851066 -1.800743 3.602213  0.00
N: 1.663926 -0.618803 3.441303  0.00
H: 3.024346 2.068227 4.992883  0.00
H: 1.894256 0.799437 5.586493  0.00
H: 1.370826 1.965177 4.434653  0.00
H: 3.196676 0.821117 2.909313  0.00
H: 3.729916 -0.928203 5.276613  0.00
H: 4.665656 0.302477 4.671763  0.00
H: 5.727166 -2.530693 4.402153  0.00
H: 6.600006 -1.107513 3.985143  0.00
H: 6.213496 -2.418043 2.780213  0.00
H: 0.882646 -0.012553 3.235983  0.00
H: 1.495246 -1.161833 4.276023  0.00
C: 2.289636 -3.832073 -4.001627  0.00
C: 2.366406 -4.181373 -2.489007  0.00
C: 3.621596 -4.908023 -2.078737  0.00
O: 3.776686 -4.944033 -0.669327  0.00
C: 4.227186 -6.278753 -0.215017  0.00
N: 2.286476 -2.864303 -1.859807  0.00
H: 1.376366 -3.299713 -4.267387  0.00
H: 2.272336 -4.829873 -4.440037  0.00
H: 3.153916 -3.286413 -4.380287  0.00
H: 1.519176 -4.851743 -2.344427  0.00
H: 4.453036 -4.431553 -2.598147  0.00
H: 3.542146 -5.915133 -2.488027  0.00
H: 4.029696 -6.325333 0.855933  0.00
H: 5.274416 -6.495953 -0.425327  0.00
H: 3.599936 -7.042063 -0.675487  0.00
H: 2.791346 -2.230903 -2.463147  0.00
H: 1.321326 -2.567483 -1.838087  0.00
C: 1.970076 3.161187 -3.127277  0.00
C: 1.484656 3.172367 -4.620137  0.00
C: 2.600986 3.798497 -5.568767  0.00
O: 2.828826 5.153117 -5.177197  0.00
C: 3.638516 5.798767 -6.209437  0.00
N: 1.227226 1.748997 -4.922337  0.00
H: 1.213846 2.624327 -2.554587  0.00
H: 2.069546 4.189257 -2.779017  0.00
H: 2.962506 2.738607 -2.970367  0.00
H: 0.667986 3.883077 -4.746817  0.00
H: 2.410356 3.661077 -6.633137  0.00
H: 3.543026 3.295367 -5.350777  0.00
H: 3.162106 5.606407 -7.170757  0.00
H: 4.666266 5.438217 -6.166637  0.00
H: 3.629396 6.880547 -6.076147  0.00
H: 0.323886 1.466387 -4.569907  0.00
H: 1.115006 1.641637 -5.920327  0.00
C: -4.324344 -5.300413 1.230273  0.00
C: -3.225354 -5.433553 2.272363  0.00
C: -3.682854 -5.307653 3.741013  0.00
O: -2.564614 -5.445733 4.659323  0.00
C: -2.976904 -5.139503 5.979293  0.00
N: -2.644684 -6.772333 2.152893  0.00
H: -3.914864 -5.517093 0.243623  0.00
H: -4.706674 -4.279703 1.222553  0.00
H: -5.044514 -6.030343 1.599933  0.00
H: -2.486364 -4.650463 2.102753  0.00
H: -4.541114 -5.939203 3.970453  0.00
H: -4.242054 -4.383543 3.887343  0.00
H: -3.947494 -5.520313 6.297163  0.00
H: -3.109464 -4.101763 6.285263  0.00
H: -2.379474 -5.665293 6.724093  0.00
H: -3.448094 -7.338403 2.385683  0.00
H: -2.517764 -6.852893 1.154143  0.00
C: -3.164394 1.870987 0.534063  0.00
C: -4.555044 2.580627 0.674663  0.00
C: -4.668144 4.052357 0.146713  0.00
O: -5.986254 4.603027 0.243733  0.00
C: -6.394564 5.390027 1.404623  0.00
N: -5.457914 1.923977 -0.158847  0.00
H: -3.461664 0.824427 0.600773  0.00
H: -2.426774 2.056897 1.314743  0.00
H: -2.722224 2.105327 -0.434267  0.00
H: -4.981814 2.361477 1.653403  0.00
H: -4.449454 4.142637 -0.917297  0.00
H: -4.080874 4.742607 0.752333  0.00
H: -7.438244 5.699617 1.459333  0.00
H: -5.770924 6.277987 1.508033  0.00
H: -6.053174 4.874857 2.302483  0.00
H: -5.073014 1.961327 -1.091877  0.00
H: -6.256134 2.539427 -0.223407  0.00
C: -3.482514 3.590047 4.112493  0.00
C: -2.381064 3.098947 5.047923  0.00
C: -1.755284 1.727697 4.703303  0.00
O: -2.409534 0.626107 5.317393  0.00
C: -1.650584 -0.516283 5.396203  0.00
N: -1.337634 4.106307 4.872303  0.00
H: -3.647114 4.657197 4.261533  0.00
H: -4.362244 2.952597 4.200933  0.00
H: -3.263264 3.574037 3.044893  0.00
H: -2.784254 3.140317 6.059773  0.00
H: -0.694844 1.794197 4.946523  0.00
H: -1.873124 1.589007 3.628603  0.00
H: -0.837944 -0.549733 6.121873  0.00
H: -1.457914 -0.915013 4.400213  0.00
H: -2.290554 -1.159253 6.000463  0.00
H: -0.978364 4.139187 3.928933  0.00
H: -0.521124 4.243567 5.450723  0.00
C: -0.666544 6.381687 1.496163  0.00
C: -0.955374 4.944527 1.126333  0.00
C: -0.751904 4.582227 -0.349267  0.00
O: -1.758514 5.169337 -1.222777  0.00
C: -1.363354 5.289987 -2.540047  0.00
N: -0.091174 4.231937 2.034593  0.00
H: -1.587424 6.938147 1.321703  0.00
H: 0.221376 6.759997 0.989623  0.00
H: -0.352524 6.526347 2.529883  0.00
H: -1.974684 4.648237 1.373963  0.00
H: -0.835774 3.505927 -0.499777  0.00
H: 0.263106 4.853157 -0.639877  0.00
H: -1.168504 4.349567 -3.055557  0.00
H: -0.453154 5.871157 -2.687987  0.00
H: -2.190954 5.750147 -3.079887  0.00
H: 0.899706 4.409887 1.953383  0.00
H: -0.005944 3.321197 1.606353  0.00
C: -3.749534 0.890297 -4.680557  0.00
C: -3.478934 1.820867 -3.505107  0.00
O: -4.715514 2.242497 -3.016767  0.00
H: -2.753314 0.674927 -5.066897  0.00
H: -4.366164 1.396807 -5.423057  0.00
H: -4.295674 -0.014663 -4.414297  0.00
H: -2.868964 2.661377 -3.836137  0.00
H: -2.875024 1.333297 -2.739827  0.00
H: -5.120544 2.680327 -3.769007  0.00
C: -2.759074 -4.045613 -2.836187  0.00
C: -1.865564 -2.855903 -3.372637  0.00
O: -0.718864 -2.541673 -2.653667  0.00
H: -2.911514 -3.994163 -1.758127  0.00
H: -2.217094 -4.977483 -2.997337  0.00
H: -3.618734 -4.286063 -3.461697  0.00
H: -2.409014 -1.968723 -3.697677  0.00
H: -1.536874 -3.162173 -4.365747  0.00
H: -1.010504 -2.298713 -1.771897  0.00
C: 5.040956 0.015887 -4.430367  0.00
C: 4.066496 -0.293393 -3.327937  0.00
O: 2.924496 -0.814683 -3.930127  0.00
H: 4.914046 -0.574103 -5.338057  0.00
H: 6.086756 -0.203943 -4.215717  0.00
H: 4.854396 1.049987 -4.720067  0.00
H: 3.743406 0.644947 -2.877117  0.00
H: 4.377226 -1.087773 -2.649327  0.00
H: 2.421456 -0.037703 -4.184767  0.00

Forces on atoms 1 to 2 (eV/Å):
0.2328 0.2231 -0.5800
2.9499 -5.4407 -2.1128

Properties
E = -150994.3359 eV
LUMO level (spin up / spin down) = 1.990 / 0.379 eV
Charge = -1
Expectation value of S² = 0.754
E_HOMO (spin up / spin down) = -6.32 / -6.34 eV
Multiplicity = 2
Molecular weight = 1180.5 g mol⁻¹
Gap between HOMO and LUMO (spin up / spin down) = 8.314 / 6.719 eV

No. 2
2 unconnected molecules or ions with the total composition C2H9N in a non-equilibrium geometry. Source: the OMol25 dataset; level of theory: the ωB97M-V functional and the def2-TZVPD basis.

Each line ends with the natural charge from an NBO analysis.
Cartesian coordinates (Å):
C: -1.224244 0.286378 1.732472  -0.42
N: -1.728493 -1.113344 1.927293  -0.83
H: -1.878852 1.035373 2.150465  0.19
H: -1.081907 0.504151 0.668810  0.17
H: -0.210784 0.279920 2.125100  0.19
H: -2.750103 -1.108823 1.936735  0.35
H: -1.456176 -1.564054 1.058420  0.35
C: 2.067688 0.342147 -2.294676  -0.85
H: 2.602335 -0.497997 -1.856173  0.21
H: 1.676349 0.927940 -1.477302  0.21
H: 1.294969 -0.003617 -2.984736  0.21
H: 2.689215 0.911927 -2.986408  0.21

Forces on atoms 1 to 2 (eV/Å):
0.4156 -1.2308 -0.5725
-0.1992 0.8944 -0.5132

Properties
E = -3709.4819 eV
SMILES = CN.C
LUMO level = 0.939 eV
Charge = 0
E_HOMO = -9.44 eV
Relative energy (zero: lowest compared OMol25 entry of this formula, charge and spin) = 0.574 eV
Molecular weight = 47.1 g mol⁻¹
Gap between HOMO and LUMO = 10.378 eV

No. 3
5 unconnected molecules or ions with the total composition C3H14O4 in a non-equilibrium geometry. Source: the OMol25 dataset; level of theory: the ωB97M-V functional and the def2-TZVPD basis.

Each line ends with the natural charge from an NBO analysis.
Cartesian coordinates (Å):
C: 1.002698 0.658021 -0.102445  -0.44
O: -1.597003 -1.305276 0.812901  -1.20
C: 1.091429 -0.506592 0.721255  -0.01
C: 2.567890 0.442607 0.160331  -0.67
H: 0.492980 0.459742 -1.037854  0.31
H: 0.526552 1.454530 0.461932  0.31
H: -2.094841 -1.944607 1.333602  0.46
H: 1.192681 -0.507890 1.798421  0.24
H: 0.532332 -1.398493 0.370138  0.31
H: 3.095722 0.877995 -0.677634  0.31
H: 2.827509 0.909903 1.109285  0.26
H: 3.048388 -0.527280 0.051117  0.30
H: -1.739722 1.897136 -2.640344  0.46
H: -1.542788 0.525443 -1.977532  0.51
O: -1.202957 1.449053 -1.980343  -0.99
H: -1.334818 0.051244 1.410313  0.50
H: -1.850925 0.939008 2.570406  0.46
O: -1.163950 0.958420 1.862227  -1.04
H: -1.234792 -1.328807 -0.584839  0.51
H: -1.536837 -1.914968 -2.051505  0.47
O: -1.079553 -1.189185 -1.609441  -1.06

Forces on atoms 1 to 2 (eV/Å):
-1.0055 -1.3511 1.8438
0.6037 -0.1815 0.1997

Properties
E = -11523.7019 eV
LUMO level = -0.788 eV
Charge = 0
E_HOMO = -8.80 eV
Relative energy (zero: lowest compared OMol25 entry of this formula, charge and spin) = 4.907 eV
Molecular weight = 114.1 g mol⁻¹
Gap between HOMO and LUMO = 8.017 eV

Look up the charge of the second one.
0